This record from the OMol25 dataset describes the ion C18H21N2O3S with charge +1. The level of theory is the ωB97M-V functional and the def2-TZVPD basis.

The value obtained for the strongest force on any atom is 4.793 eV/A. The value obtained for the gap between HOMO and LUMO is 7.828 eV. Its net charge is +1. The energy above the lowest of the compared OMol25 structures with the same formula, charge and spin comes out at 0.0 kcal per mole.

```
45
Properties=species:S:1:pos:R:3:mulliken_charge:R:1
S 0.11 2.85 -2.64 -0.063
O 2.14 -4.46 -0.28 -0.442
O 1.59 0.64 -2.13 -0.396
O -1.74 0.64 4.16 -0.615
N -3.22 2.35 3.76 -0.247
N -0.26 1.18 -0.72 0.062
C -1.17 3.16 -1.47 -0.339
C 2.06 -3.19 -0.74 0.283
C 0.62 -1.55 -1.66 -0.049
C 0.81 -2.84 -1.17 -0.448
C -3.84 1.71 2.55 0.419
C 2.66 -6.49 -1.47 -1.406
C 4.19 -5.59 0.24 -1.264
C -2.20 1.73 4.51 0.662
C 1.67 -0.61 -1.64 0.130
C 3.19 -5.25 -0.87 0.485
C -5.12 2.42 2.22 -1.549
C -1.60 2.49 5.66 -1.047
C 0.46 1.38 -1.78 0.379
C -2.09 2.10 0.57 -0.218
C 3.16 -2.31 -0.74 -0.349
C -1.20 2.17 -0.55 0.026
C -2.90 1.93 1.45 -0.167
C 2.94 -1.03 -1.20 -0.652
H -4.87 3.49 2.00 0.380
H 3.81 -0.36 -1.24 0.394
H -3.51 3.26 4.04 0.244
H -1.90 3.95 -1.51 0.533
H -0.34 -1.28 -2.07 0.444
H 3.43 -7.09 -1.95 0.375
H 3.70 -6.21 1.02 0.308
H -0.13 0.45 -0.01 0.357
H 4.53 -4.66 0.65 0.333
H -1.44 3.57 5.41 0.324
H 5.05 -6.14 -0.16 0.395
H -2.26 2.42 6.54 0.285
H -5.56 2.03 1.30 0.395
H 3.70 -4.65 -1.66 0.389
H 2.16 -7.08 -0.67 0.320
H 0.00 -3.60 -1.17 0.465
H 1.92 -6.21 -2.21 0.347
H -5.86 2.36 3.00 0.385
H 4.11 -2.59 -0.37 0.423
H -4.02 0.63 2.73 0.394
H -0.64 2.07 5.95 0.315
```

This record from the OMol25 dataset describes a cluster of 2 separate species, C18H21N3 in total. The level of theory is the ωB97M-V functional and the def2-TZVPD basis.

The value obtained for the strongest force on any atom is 17.792 eV/A. The value obtained for the gap between HOMO and LUMO is 7.771 eV. The energy above the lowest of the compared OMol25 structures with the same formula, charge and spin comes out at 421.5 kcal per mole.

```
42
Properties=species:S:1:pos:R:3:mulliken_charge:R:1
N 0.30 1.03 0.00 1.147
N -1.72 0.88 1.26 -0.884
N -1.59 -0.31 -0.62 -0.023
C 1.53 2.44 1.50 -0.460
C -0.89 0.56 0.01 -0.033
C 0.22 3.31 3.25 -0.032
C -1.12 -1.50 -1.18 0.475
C -0.62 1.75 1.84 1.150
C 0.84 1.01 -1.15 0.103
C 2.26 0.21 -0.93 -1.152
C 0.30 -3.16 -1.41 0.023
C -0.22 -2.20 -0.69 1.021
C 0.31 1.86 1.07 0.316
C -0.62 -2.73 -3.30 -0.179
C -1.28 -1.69 -2.77 -1.066
C 0.31 -3.41 1.54 -1.709
C -0.96 2.58 3.00 -1.350
C 0.18 -2.09 0.73 -0.752
C 0.28 -3.58 -2.62 -1.381
C 1.23 2.40 -2.03 -1.560
C 1.33 3.38 2.61 -1.130
H -2.76 -0.53 -0.48 0.460
H -0.25 -4.25 1.30 0.434
H -1.82 -1.09 -3.20 0.883
H 2.56 2.66 0.92 0.173
H 0.95 -3.96 -0.66 -0.159
H 0.59 -1.33 0.90 0.484
H 2.93 0.17 -1.95 0.329
H 1.74 2.84 -1.15 0.323
H 1.56 2.34 -2.86 0.730
H 0.23 3.88 4.25 0.196
H 2.18 3.86 3.00 0.437
H -1.20 -1.63 1.35 0.309
H 2.38 -0.93 -0.50 0.171
H 0.44 0.22 -1.87 -0.053
H 2.74 0.85 -0.20 0.408
H 1.39 -3.87 1.33 0.342
H 0.63 -4.38 -3.14 0.602
H -1.74 2.48 3.56 0.581
H -1.17 -2.85 -4.45 0.084
H 0.14 2.79 -2.08 0.290
H 0.33 -3.33 2.56 0.450
```

This record from the OMol25 dataset describes an isolated molecule of C18H21N3O3. The level of theory is the ωB97M-V functional and the def2-TZVPD basis.

As for the SMILES: Cc1cnc(C(=O)OCC(=O)N[C@@H](C)CCc2ccccc2)cn1. The value obtained for the strongest force on any atom is 18.856 eV/A. The value obtained for the gap between HOMO and LUMO is 8.652 eV. The energy above the lowest of the compared OMol25 structures with the same formula, charge and spin comes out at 366.8 kcal per mole.

```
45
Properties=species:S:1:pos:R:3:mulliken_charge:R:1
O -1.92 1.51 -2.12 -0.697
O 0.73 -0.86 0.81 -0.675
O 0.89 0.06 -1.29 -0.454
N 5.15 0.15 -1.02 -0.513
N 3.35 -0.43 1.28 -0.348
N -1.40 1.04 0.28 0.133
C 2.90 -0.46 -0.15 -0.094
C -1.52 3.60 0.28 -1.308
C -4.11 0.73 1.25 -1.510
C -2.64 -3.00 -0.30 -0.541
C 5.68 -0.01 0.22 0.695
C -1.29 0.96 -1.13 0.662
C 4.62 -0.34 1.50 -0.538
C -2.75 -1.21 1.39 -1.448
C -3.54 -2.06 -1.16 -0.359
C -3.61 2.06 0.63 -0.782
C -2.37 -2.59 1.00 -0.869
C -2.14 2.06 0.90 -0.343
C 3.74 -0.11 -1.14 -0.674
C -0.54 -0.23 -1.69 -1.067
C -4.07 -1.02 -0.70 -0.706
C -3.65 -0.77 0.70 1.361
C 7.05 0.16 0.42 -1.504
C 1.34 -0.42 -0.18 0.770
H -1.88 3.60 -0.80 0.382
H -2.01 2.14 1.98 0.526
H -4.12 3.00 0.70 0.616
H -0.81 0.24 0.79 0.303
H 5.09 -0.25 2.21 0.757
H -0.77 -1.41 -1.19 0.061
H -2.26 4.37 1.05 0.242
H -5.28 0.75 1.40 0.367
H -2.32 -3.94 -0.79 0.370
H -3.83 1.93 -0.33 0.430
H 3.14 0.04 -1.87 0.869
H -2.45 -1.07 2.24 1.172
H 7.34 -0.66 0.72 0.524
H 7.14 0.97 1.01 0.417
H -1.56 -2.95 1.51 0.487
H -0.58 3.64 0.63 0.528
H -3.99 0.80 2.35 0.499
H -4.70 -0.35 -1.13 0.665
H 7.38 0.18 -0.62 0.339
H -3.88 -2.61 -2.12 0.260
H -0.42 -0.52 -2.51 0.993
```

This record from the OMol25 dataset describes an isolated molecule of C18H21N3O4S. The level of theory is the ωB97M-V functional and the def2-TZVPD basis.

As for the SMILES: CCCC(=O)Nc1ccc(C(=O)Nc2nc(CC(=O)OCC)cs2)cc1. The value obtained for the strongest force on any atom is 1.325 eV/A. The value obtained for the gap between HOMO and LUMO is 8.985 eV. The energy above the lowest of the compared OMol25 structures with the same formula, charge and spin comes out at 3.6 kcal per mole.

```
47
Properties=species:S:1:pos:R:3:mulliken_charge:R:1
S 4.63 -1.15 -0.67 -0.235
O -0.92 -2.11 0.95 -0.381
O 3.39 3.57 0.09 -0.625
O 0.22 -2.75 -0.88 -0.586
O -3.22 0.44 -1.56 -0.636
N 2.49 -0.43 0.57 -0.244
N -2.68 1.68 0.27 -0.095
N 3.76 1.39 -0.25 -0.064
C -3.55 1.07 -0.58 0.437
C 1.47 2.17 0.09 0.613
C -7.16 -0.06 0.23 -1.449
C -2.77 -3.43 0.04 -1.455
C 0.72 2.75 1.10 -1.090
C 2.92 2.46 0.00 -0.123
C 0.82 1.41 -0.89 -0.490
C -2.15 -2.05 0.20 0.358
C 0.17 -2.47 0.29 0.624
C -0.54 1.24 -0.85 -0.214
C 3.50 0.06 -0.05 0.419
C -5.01 1.21 -0.17 -0.611
C 1.37 -2.51 1.23 -0.625
C 2.51 -1.79 0.59 -0.027
C -0.64 2.56 1.16 -0.783
C -1.29 1.80 0.18 0.921
C 3.58 -2.35 -0.02 -0.336
C -5.65 -0.17 0.00 -0.029
H -1.04 0.67 -1.62 0.504
H -2.93 -3.90 1.01 0.353
H -7.64 0.42 -0.62 0.360
H -2.11 -4.06 -0.56 0.371
H 4.72 1.64 -0.46 0.265
H -1.22 3.00 1.96 0.362
H 1.39 0.98 -1.70 0.400
H -3.72 -3.34 -0.48 0.384
H -7.59 -1.05 0.36 0.385
H -5.45 -0.75 -0.90 0.301
H -1.96 -1.60 -0.77 0.227
H -5.19 -0.68 0.84 0.193
H -7.37 0.52 1.12 0.347
H -3.08 2.17 1.06 0.182
H -2.79 -1.40 0.79 0.097
H -5.52 1.74 -0.99 0.323
H 3.82 -3.39 -0.12 0.458
H -5.12 1.80 0.74 0.254
H 1.64 -3.55 1.41 0.292
H 1.09 -2.02 2.17 0.245
H 1.22 3.35 1.85 0.425
```

This record from the OMol25 dataset describes an isolated molecule of C18H21N3OS. The level of theory is the ωB97M-V functional and the def2-TZVPD basis.

As for the SMILES: O=C(CCc1ccccc1)NNC(=S)NCCc1ccccc1. The value obtained for the strongest force on any atom is 0.738 eV/A. The value obtained for the gap between HOMO and LUMO is 8.730 eV. The energy above the lowest of the compared OMol25 structures with the same formula, charge and spin comes out at 28.3 kcal per mole.

```
44
Properties=species:S:1:pos:R:3:mulliken_charge:R:1
S -0.08 3.18 -1.31 -0.468
O -1.60 -1.37 -2.41 -0.755
N -2.74 0.40 -1.56 0.101
N -1.90 1.45 -1.95 -0.548
N 0.19 0.54 -1.51 0.205
C 3.48 -0.27 0.13 0.175
C 4.07 0.80 0.80 -0.227
C -2.58 1.67 2.32 -0.587
C -1.49 0.92 1.91 -0.599
C -4.05 -0.04 1.51 -0.149
C -1.69 -0.31 1.31 0.183
C -3.59 -1.79 -1.13 -0.686
C 4.28 -1.27 -0.38 -0.357
C -2.97 -0.80 1.09 0.003
C -3.86 1.19 2.13 -0.527
C 6.24 -0.16 0.45 -0.416
C -0.59 1.63 -1.58 0.313
C 5.66 -1.22 -0.22 -0.584
C -2.54 -0.92 -1.79 0.591
C 1.99 -0.30 -0.07 -0.134
C 5.44 0.85 0.96 -0.652
C 1.60 0.58 -1.27 -0.962
C -3.18 -2.08 0.33 -1.130
H -4.71 1.77 2.45 0.406
H -2.26 -2.67 0.33 0.344
H 1.65 -1.32 -0.25 0.438
H 1.48 0.09 0.82 -0.090
H -3.65 -2.73 -1.68 0.400
H -3.44 0.65 -0.87 0.293
H -4.56 -1.30 -1.15 0.391
H 5.89 1.68 1.48 0.376
H 7.31 -0.12 0.57 0.374
H 3.83 -2.10 -0.90 0.358
H 1.88 1.62 -1.08 0.381
H 2.14 0.23 -2.16 0.249
H -5.06 -0.41 1.36 0.393
H -0.20 -0.33 -1.89 0.290
H 6.27 -2.01 -0.62 0.380
H -2.43 2.64 2.78 0.404
H -0.49 1.30 2.06 0.402
H -2.40 2.33 -2.02 0.272
H -0.84 -0.89 0.99 0.363
H 3.45 1.59 1.20 0.375
H -3.97 -2.67 0.80 0.410
```